Below is an isolated molecule of C2H4N4, with properties calculated with the ωB97M-V functional and the def2-TZVPD basis.

Geometry as XYZ:
```
10
Properties=species:S:1:pos:R:3:forces:R:3:lowdin_charge:R:1
C 1.512 0.096 0.292 -0.111 0.160 0.210 -0.2203
C -1.725 0.437 0.692 0.156 0.101 -0.098 -0.0469
N 0.526 0.707 0.838 0.223 -0.152 -0.173 0.0249
N -0.633 0.747 0.130 -0.420 0.052 0.184 -0.0920
H -2.621 0.519 0.082 0.075 0.079 0.166 0.0644
N 1.475 -0.479 -0.995 -0.468 -0.114 -0.058 -0.0457
H 0.389 -1.243 -2.257 0.146 -0.126 0.018 0.0655
N 0.390 -1.032 -1.249 0.471 0.081 -0.134 0.0809
H 2.495 0.174 0.749 -0.203 -0.056 -0.021 0.0970
H -1.807 0.074 1.717 0.130 -0.027 -0.093 0.0723
```
Positions in Å, forces in eV/Å.

**HOMO-LUMO gap**: 8.91 eV
**SMILES**: [H]/N=N/C=N\N=C

---

Below is an isolated molecule of C2H4N4, with properties calculated with the ωB97M-V functional and the def2-TZVPD basis.

Geometry as XYZ:
```
10
Properties=species:S:1:pos:R:3:forces:R:3:lowdin_charge:R:1
H -1.601 -1.427 -0.690 0.052 0.098 0.109 0.0875
N -0.074 -0.161 -0.018 0.060 -0.087 0.037 -0.2681
N 0.107 1.145 -0.097 0.227 -0.143 0.024 0.0990
H -1.394 -1.337 1.083 -0.017 0.068 -0.144 0.0879
H -2.101 0.047 0.197 0.064 -0.143 -0.016 0.0866
N 1.039 -0.862 -0.046 -0.130 0.202 0.003 0.0375
N 2.012 0.001 -0.151 -0.120 0.100 -0.014 0.0071
C 1.426 1.215 -0.179 0.034 0.087 -0.009 -0.2255
H 1.967 2.147 -0.252 -0.070 -0.162 -0.016 0.0969
C -1.381 -0.768 0.152 -0.100 -0.019 0.026 -0.0088
```
Positions in Å, forces in eV/Å.

**HOMO-LUMO gap**: 11.72 eV
**SMILES**: Cn1ncnn1

---

Below is a cluster of 2 separate species, C2H4N4 in total in a non-equilibrium geometry, with properties calculated with the ωB97M-V functional and the def2-TZVPD basis.

Geometry as XYZ:
```
10
Properties=species:S:1:pos:R:3:forces:R:3:lowdin_charge:R:1
N -1.689 -0.125 -0.115 0.672 0.225 0.090 0.0857
N 1.565 -2.567 -0.123 -0.026 0.843 0.255 0.0346
H -0.178 2.502 -0.326 0.330 0.384 0.206 0.0960
N -0.049 1.499 -0.123 0.179 0.416 -0.250 -0.2311
H -2.497 -0.688 -0.390 0.622 0.510 -0.024 0.1157
N 0.986 1.056 0.347 -1.248 -0.046 -0.112 0.0588
C 1.902 -1.528 0.249 0.422 -1.211 -0.186 -0.1486
H -1.117 -0.431 0.662 -0.075 -0.553 0.497 0.0887
C -1.242 0.893 -0.783 -0.701 -0.469 -0.409 -0.1014
H 2.319 -0.611 0.603 -0.176 -0.098 -0.067 0.0016
```
Positions in Å, forces in eV/Å.

**HOMO-LUMO gap**: 8.49 eV

---

Below is an isolated molecule of C2H4N4, with properties calculated with the ωB97M-V functional and the def2-TZVPD basis.

Geometry as XYZ:
```
10
Properties=species:S:1:pos:R:3:forces:R:3:lowdin_charge:R:1
N 1.961 -0.185 0.483 -0.327 -0.069 0.042 0.1774
H -2.715 -0.148 0.715 0.266 0.059 0.150 0.0454
C -1.311 0.543 -0.319 -0.261 -0.057 0.145 -0.3071
N -0.034 0.539 -0.959 0.042 0.416 0.237 0.0007
H -1.891 1.401 -0.675 0.008 -0.148 0.025 0.1040
H 1.857 0.452 1.258 -0.157 0.042 -0.233 0.1058
H 2.504 -1.008 0.703 -0.213 -0.020 -0.209 0.1081
N 0.419 -0.970 -1.310 0.515 -0.152 0.347 0.2103
N -1.732 -0.324 0.500 0.086 0.160 -0.348 0.0999
C 0.942 -0.298 -0.396 0.042 -0.231 -0.156 -0.5445
```
Positions in Å, forces in eV/Å.

**HOMO-LUMO gap**: 9.91 eV
**SMILES**: [H]/N=C/N1N=C1N

---

Values for energy above the lowest of the compared OMol25 structures with the same formula, charge and spin, kcal/mol, ordered as above
84.3 31.0 119.5 73.4